(1)
Formula: C5H15ClN2Si
Source: the OMol25 dataset
Level of theory: ωB97M-V with the def2-TZVPD basis set

```
24
Properties=species:S:1:pos:R:3:forces:R:3:mulliken_spin:R:1
C -0.669 3.493 -0.414 -1.359 -0.961 -1.943 0.092
C 0.214 -2.814 1.801 -2.079 0.295 0.701 0.011
C 1.487 -1.358 -1.649 -2.145 -1.760 -0.703 0.005
C -1.622 2.213 -0.051 -1.320 2.241 -0.487 -0.037
C -0.399 -1.746 0.930 0.810 -0.031 0.317 0.083
N 1.579 -0.193 -0.860 2.794 0.929 1.472 0.001
N -1.294 0.955 -0.636 0.298 0.046 -0.320 0.996
Si 0.500 -0.153 0.543 -0.619 0.980 -0.502 0.803
Cl 1.546 0.935 1.949 1.122 -0.056 1.061 0.046
H -0.160 3.363 -1.396 0.334 -0.712 0.924 -0.006
H -1.290 4.360 -0.796 0.421 -0.595 1.683 -0.002
H 0.024 3.607 0.415 -0.019 0.580 -0.276 0.010
H 0.959 -3.319 1.331 2.706 -1.179 -1.317 -0.002
H 0.506 -2.556 2.812 -0.017 0.342 0.031 0.001
H -0.567 -3.551 1.824 -0.429 -0.714 0.770 0.001
H 2.057 -1.362 -2.562 -0.184 0.555 -0.750 0.001
H 1.789 -2.284 -1.197 0.593 -0.640 0.897 0.002
H 0.384 -1.590 -1.790 1.134 0.420 -0.709 0.004
H -1.781 2.234 1.073 0.770 -0.830 -1.243 0.007
H -2.657 2.528 -0.403 0.944 -0.432 0.004 0.056
H -1.312 -1.459 1.396 -0.734 0.814 0.629 -0.008
H -0.811 -2.215 0.049 0.321 -0.090 -0.778 -0.011
H 2.636 0.033 -0.714 -2.739 -0.140 0.037 0.004
H -1.120 0.880 -1.655 -0.602 0.939 0.504 -0.056
```
Positions in Å, forces in eV/Å.

## Properties
Frontier orbital gap (spin up / spin down)   5.383 / 7.704 eV
Multiplicity   3
⟨S²⟩   2.0065
Energy relative to the best compared isomer or geometry (same formula, charge and spin)   0.0000 eV
Net charge   0

(2)
Formula: C5H6HfO2
Source: the OMol25 dataset
Level of theory: ωB97M-V with the def2-TZVPD basis set

```
14
Properties=species:S:1:pos:R:3:forces:R:3:nbo_charge:R:1
C 1.898 -1.642 -0.028 3.398 -0.674 -1.067 -0.831
C 1.339 -0.502 -0.301 -0.903 0.287 0.404 0.442
C 0.775 0.687 -0.583 2.028 -1.074 -1.283 -0.509
C -0.567 1.214 0.594 -2.275 1.190 2.036 0.095
O -1.721 1.134 0.043 0.414 0.643 -0.053 -0.266
C -2.611 -0.060 0.073 -0.360 -1.639 -1.564 0.638
O -2.497 -0.629 -0.946 0.014 0.315 0.789 -0.276
H 1.675 -2.606 0.468 -0.873 -0.340 0.448 0.315
H 0.274 0.684 -1.566 -0.589 0.260 0.066 0.404
H 1.533 1.482 -0.510 -0.152 0.401 0.162 0.394
H -0.268 2.276 0.604 0.597 0.075 -0.632 0.345
H -0.462 0.734 1.565 0.464 -0.694 -0.080 0.255
H -3.223 -0.277 0.949 -0.082 0.518 0.417 0.278
Hf 3.854 -2.495 -0.362 -1.682 0.731 0.356 2.716
```
Positions in Å, forces in eV/Å.

## Properties
Frontier orbital gap   4.078 eV
Net charge   +4